Formula: C3H6N
Source: the OMol25 dataset
Level of theory: ωB97M-V/def2-TZVPD

Last column: Mulliken charge in e.
Element x y z (Å)
H 1.268233 1.366186 -0.968795  0.273
C 1.018784 0.879102 -0.027692  -0.387
C -1.509426 -0.202854 0.094346  -0.594
H 1.090099 1.740192 0.725948  0.285
C 1.044423 -0.645806 0.154052  0.026
H -1.806855 -0.682600 -0.909884  0.309
H 2.662414 -2.503164 -0.153868  0.237
H -1.745764 0.895754 0.012232  0.291
N -0.075600 -0.166272 0.088022  0.243
H -1.946312 -0.680536 0.985640  0.317

Cartesian forces (eV/Å) of the 6 atoms listed first:
H -0.39 -0.97 -0.53
C 0.71 1.67 0.71
C -1.11 0.99 -2.11
H -0.18 -2.17 -0.12
C 2.03 0.36 0.07
H 0.16 0.53 1.74

Calculated values
**E_HOMO (spin up / spin down)**: -15.5219 / -16.2695 eV
**Kohn-Sham gap (spin up / spin down)**: 7.453 / 11.401 eV
**Total charge**: +1


Formula: C3H6N2
Source: the OMol25 dataset
Level of theory: ωB97M-V/def2-TZVPD

Last column: Mulliken charge in e.
Element x y z (Å)
H -0.019019 -1.225981 1.441133  0.250
H 0.055496 -2.112764 -0.379976  0.224
H 1.738427 0.610119 0.685282  0.160
N 0.186294 -0.143579 -0.831882  -0.081
C 0.397854 -1.104576 0.247831  -0.386
N -0.504693 1.150264 -0.825145  -0.394
H 2.316616 -0.508824 -0.686882  0.248
C 1.419157 -0.232667 -0.193435  -0.267
H -2.055507 0.235803 0.471654  0.254
C -1.558405 1.178156 0.049565  -0.306
H -1.976219 2.154050 0.021856  0.299

Cartesian forces (eV/Å) of the 6 atoms listed first:
H 1.05 1.16 -3.58
H 1.75 2.02 2.29
H -1.24 -2.03 -2.41
N -1.96 2.68 -0.73
C -4.85 -5.25 1.50
N -2.39 -1.94 4.66

Calculated values
**E_HOMO**: -9.2121 eV
**SMILES**: C=NN1CC1
**Kohn-Sham gap**: 10.184 eV
**Total charge**: 0


Formula: C3H6N2
Source: the OMol25 dataset
Level of theory: ωB97M-V/def2-TZVPD

Last column: Mulliken charge in e.
Element x y z (Å)
C 1.089628 -0.045247 0.441294  -0.460
H 0.023852 1.711977 0.906078  0.332
H 1.803759 -0.218649 -0.364319  0.279
N -0.380310 -0.780050 0.831200  -0.408
N -0.032943 1.367874 -1.189945  -0.693
H 1.618724 -0.055924 1.393503  0.267
H -0.667787 2.172212 -1.235142  0.217
C -0.939785 -1.542806 -0.030499  -0.236
H -1.776518 -2.174066 0.294550  0.272
H -0.829807 -1.415659 -1.117753  0.281
C 0.091188 0.980338 0.071033  0.148

Cartesian forces (eV/Å) of the 6 atoms listed first:
C -3.22 -0.39 -0.05
H -1.55 -0.60 -0.30
H -0.76 -1.18 -0.39
N 2.24 -2.98 -0.05
N -0.61 -1.17 2.39
H -0.57 0.50 0.00

Calculated values
**E_HOMO**: -9.0000 eV
**Kohn-Sham gap**: 9.267 eV
**Total charge**: 0


Formula: C3H6N2
Source: the OMol25 dataset
Level of theory: ωB97M-V/def2-TZVPD

Last column: Mulliken charge in e.
Element x y z (Å)
H -1.636000 -0.066088 -1.382561  0.295
N 0.630953 -0.705965 0.887992  -0.029
H 1.348979 -1.490168 2.412598  0.247
H -0.179184 -0.857661 -1.536352  0.315
C -0.602106 -0.030041 -1.200116  -0.531
H 1.265769 0.716481 -0.833730  0.225
H 0.096540 2.095967 -0.863093  0.300
C -0.367234 0.026985 0.334141  -0.038
N 0.525952 -0.913477 2.103076  -0.657
H -1.300127 0.182964 0.880067  0.455
C 0.216458 1.041002 -0.802022  -0.583

Cartesian forces (eV/Å) of the 6 atoms listed first:
H -1.19 0.85 -0.49
N 1.62 -1.20 0.53
H -0.65 0.56 -0.47
H 2.13 -3.34 -2.15
C -1.90 -0.08 2.08
H -0.30 0.65 -0.26

Calculated values
**E_HOMO**: -9.0032 eV
**SMILES**: [H]/N=N/C1CC1
**Kohn-Sham gap**: 10.209 eV
**Total charge**: 0


Formula: C3H6N2
Source: the OMol25 dataset
Level of theory: ωB97M-V/def2-TZVPD

Last column: Mulliken charge in e.
Element x y z (Å)
H -0.964040 -1.269648 -1.005058  0.432
H -1.267513 1.318939 0.597896  0.391
H -1.769045 1.137339 -0.894181  0.427
C 0.632835 -0.302210 0.157462  -0.261
N 2.994937 0.277671 -0.021090  0.007
C 1.915800 -0.181901 0.111695  0.378
C -0.660104 -0.645904 -0.146128  -0.088
H -0.711694 -1.371279 0.868401  0.362
N -1.589252 0.533093 0.028934  -0.444
H -2.576480 0.122019 0.435776  0.455
H 3.994557 0.381886 -0.133702  0.340

Cartesian forces (eV/Å) of the 6 atoms listed first:
H 0.33 0.14 0.24
H 0.32 -0.49 0.98
H 0.05 -2.18 1.66
C 0.04 0.15 -0.86
N -1.31 -0.82 0.72
C 2.60 1.03 -0.29

Calculated values
**E_HOMO (spin up / spin down)**: -20.1051 / -20.1201 eV
**Kohn-Sham gap (spin up / spin down)**: 7.471 / 7.455 eV
**Total charge**: +2


Formula: C3H6N2O
Source: the OMol25 dataset
Level of theory: ωB97M-V/def2-TZVPD

Last column: Mulliken charge in e.
Element x y z (Å)
C -1.241268 -1.319449 -1.270743  -0.189
H 0.876986 0.829866 -0.388728  0.295
H 0.768337 1.519342 2.875478  0.596
O 1.288903 1.986538 2.198622  -1.898
H 1.305600 -1.476636 0.629083  0.632
C 0.512595 -1.242148 -0.064019  -0.753
N -0.398816 -2.077482 -0.501811  -0.601
H 0.740767 2.730466 1.863547  0.718
H -2.121440 -1.760542 -1.707621  0.453
C -0.839791 -0.012351 -1.263379  -1.140
N 0.285586 0.013441 -0.501516  0.360
H -1.177459 0.808955 -1.868912  0.527

Cartesian forces (eV/Å) of the 6 atoms listed first:
C -0.13 0.05 0.28
H -0.08 -0.04 0.48
H -0.27 0.24 -0.10
O 0.42 -0.02 -0.28
H 0.03 0.05 -0.13
C -0.05 0.01 0.25

Calculated values
**E_HOMO (spin up / spin down)**: 0.8888 / -5.5009 eV
**Kohn-Sham gap (spin up / spin down)**: 3.263 / 9.559 eV
**Multiplicity**: 2
**Total charge**: -1
**<S²>**: 0.7503


Formula: C3H6N2O
Source: the OMol25 dataset
Level of theory: ωB97M-V/def2-TZVPD

Last column: Mulliken charge in e.
Element x y z (Å)
O 3.018810 0.184479 1.605069  -0.530
H 0.106727 -0.358816 -1.604985  0.346
N -0.766439 -0.046043 0.268570  -0.478
H 2.176077 -0.901752 -0.480877  0.261
H 1.226173 1.142483 1.437924  0.323
H -2.433530 -0.992809 -0.545601  0.294
C 1.943386 0.382961 1.089468  0.055
N 1.512788 -0.277193 -0.044522  -0.079
C 0.202755 -0.235819 -0.517318  0.015
H -2.096505 0.612841 -1.256787  0.309
C -2.087876 0.025422 -0.328035  -0.778
H -2.802361 0.464250 0.377097  0.263

Cartesian forces (eV/Å) of the 6 atoms listed first:
O -0.31 0.04 -0.21
H 0.01 -0.08 0.15
N 0.31 0.05 -0.19
H -0.01 0.12 0.00
H 0.01 -0.19 0.01
H -0.04 0.16 -0.01

Calculated values
**E_HOMO**: -9.7864 eV
**SMILES**: C/N=C/NC=O
**Kohn-Sham gap**: 10.683 eV
**Total charge**: 0


Formula: C3H6N2O
Source: the OMol25 dataset
Level of theory: ωB97M-V/def2-TZVPD

Last column: Mulliken charge in e.
Element x y z (Å)
H 1.342543 -1.031560 -1.524045  0.289
H 1.082984 -2.367324 -0.383753  0.361
C 0.638991 -1.472858 -0.818768  -1.206
N -0.771825 1.545709 0.719757  -0.264
H -0.647334 0.848213 -1.244097  0.380
N 0.593910 -0.525829 1.484584  -0.621
C 0.290932 -0.472718 0.247970  0.807
C -0.468718 0.689338 -0.180581  -0.317
H 1.037145 -1.398028 1.773472  0.243
H -1.525735 3.230509 1.046834  0.382
H -0.253398 -1.766262 -1.370256  0.316
O -1.319495 2.720810 0.248885  -0.370

Cartesian forces (eV/Å) of the 6 atoms listed first:
H 0.03 0.01 -0.08
H 0.05 0.06 -0.01
C -0.09 -0.17 0.22
N 0.04 0.02 -0.16
H -0.13 0.17 0.07
N -0.12 -0.41 -0.05

Calculated values
**E_HOMO**: -9.5884 eV
**SMILES**: [H]/N=C(C)/C=N/O
**Kohn-Sham gap**: 10.193 eV
**Total charge**: 0


Formula: C3H6N2O
Source: the OMol25 dataset
Level of theory: ωB97M-V/def2-TZVPD

Last column: Mulliken charge in e.
Element x y z (Å)
N -0.431662 0.038339 -1.048074  -0.562
H 2.446756 -1.061645 -0.269729  0.183
C 0.861277 0.250127 -0.973515  -0.121
H -1.592370 -1.657643 -0.283821  0.368
C -0.679824 -1.087126 -0.317010  -0.242
N 1.477568 -0.834014 -0.409990  -0.061
H 0.587223 -2.278423 1.006127  0.358
H 1.376903 1.196729 -1.004905  0.367
H -0.831886 2.086694 0.812295  0.303
C 0.502056 -1.624326 0.153136  -0.272
O -1.562192 2.205661 1.432032  -0.641
H -2.153849 2.765629 0.903454  0.320

Cartesian forces (eV/Å) of the 6 atoms listed first:
N -0.33 1.00 0.45
H 0.17 0.72 0.00
C 0.09 -1.03 0.08
H -0.50 0.69 0.16
C 1.01 -1.25 -0.19
N 0.14 -0.09 1.88

Calculated values
**E_HOMO**: -8.7986 eV
**SMILES**: c1c[nH]cn1.O
**Kohn-Sham gap**: 9.639 eV
**Total charge**: 0


Formula: C3H6N2O
Source: the OMol25 dataset
Level of theory: ωB97M-V/def2-TZVPD

Last column: Mulliken charge in e.
Element x y z (Å)
C 1.618853 -1.050927 0.270490  0.059
C -0.357486 0.343368 -0.522093  0.808
N 0.827953 -0.393010 -0.636335  -0.137
H 1.167034 -0.434283 -1.591137  0.267
H 1.271278 -1.004565 1.316142  0.278
H -1.819207 1.236026 0.732612  0.352
N -0.784679 0.833224 -1.616103  -0.725
H -1.649158 1.347335 -1.467543  0.237
H -1.528774 -0.468826 1.102821  0.296
O 2.626174 -1.638636 -0.057110  -0.543
C -1.042444 0.470831 0.818773  -1.211
H -0.368068 0.765993 1.628178  0.319

Cartesian forces (eV/Å) of the 6 atoms listed first:
C 0.02 -0.03 0.01
C -0.06 0.01 -0.10
N 0.10 -0.03 -0.14
H -0.01 0.00 0.05
H -0.04 0.03 -0.11
H 0.14 -0.15 0.04

Calculated values
**E_HOMO**: -9.9267 eV
**SMILES**: [H]/N=C(\C)NC=O
**Kohn-Sham gap**: 10.687 eV
**Total charge**: 0


Strongest force on any atom for every record listed, in sequence, given in Eh/bohr: 0.05018, 0.14204, 0.12734, 0.08761, 0.07972, 0.01588, 0.00744, 0.03559, 0.03667, 0.00919.